# 1
83
Properties=species:S:1:pos:R:3:mulliken_charge:R:1 method="wB97M-V/def2-TZVPD" smiles="CC[C@H](I)c1cc(CCCCCCCOC)cc2c1C(=O)NC2=O.c1ccncc1.c1ccncc1.c1ccncc1" orbital_gap_ev=9.0547 homo_ev=-9.1
C -1.342 0.478 2.787 -1.17
C -1.845 0.468 1.344 0.15
C -1.909 -0.907 0.643 -0.60
I -2.879 -2.295 1.973 0.05
C -0.540 -1.398 0.184 0.50
C 0.588 -0.567 0.186 0.39
C 1.840 -1.008 -0.251 0.06
C 3.061 -0.103 -0.314 -1.58
C 2.768 1.386 -0.443 -0.81
C 2.291 1.776 -1.844 -0.58
C 1.331 2.963 -1.840 -1.28
C -0.020 2.579 -1.211 0.90
C -1.219 3.396 -1.682 -1.42
C -2.102 2.651 -2.682 -0.66
O -2.252 1.290 -2.314 -0.23
C -1.899 0.385 -3.339 -0.45
C 2.017 -2.322 -0.662 -0.99
C 0.918 -3.149 -0.672 0.36
C -0.329 -2.694 -0.283 0.85
C -1.258 -3.843 -0.511 -0.40
O -2.429 -3.886 -0.718 -0.57
N -0.427 -5.023 -0.541 -0.26
C 0.816 -4.581 -1.068 -0.07
O 1.594 -5.218 -1.707 -0.56
H -2.174 0.377 3.472 0.46
H -0.621 -0.307 2.988 0.06
H -0.857 1.421 3.037 0.37
H -1.316 1.179 0.724 -0.74
H -2.881 0.800 1.371 0.71
H -2.532 -0.735 -0.227 0.58
H 0.508 0.453 0.507 0.30
H 3.558 -0.400 -1.236 0.46
H 3.711 -0.291 0.532 0.54
H 3.706 1.903 -0.252 0.51
H 2.087 1.763 0.315 0.32
H 1.830 0.946 -2.379 0.32
H 3.154 2.093 -2.430 0.45
H 1.757 3.801 -1.290 0.31
H 1.168 3.309 -2.860 0.46
H 0.075 2.729 -0.137 0.45
H -0.179 1.517 -1.366 -0.32
H -1.841 3.610 -0.814 0.36
H -0.925 4.361 -2.089 0.45
H -1.714 2.756 -3.693 0.48
H -3.093 3.106 -2.659 0.34
H -0.817 0.234 -3.386 0.15
H -2.356 -0.580 -3.141 0.24
H -2.268 0.722 -4.306 0.23
H 2.971 -2.713 -0.983 0.61
H -0.848 -5.611 -1.265 0.33
C 2.412 -4.049 4.693 -0.39
C 2.488 -3.507 5.968 -0.38
C 1.488 -2.635 6.371 -0.30
N 0.462 -2.281 5.601 -0.53
C 0.402 -2.813 4.380 -0.12
C 1.344 -3.701 3.881 -0.37
H 3.170 -4.736 4.341 0.41
H 3.300 -3.757 6.636 0.41
H 1.501 -2.193 7.363 0.42
H -0.454 -2.516 3.781 0.39
H 1.241 -4.105 2.882 0.45
C 3.422 1.061 6.502 -0.50
C 2.528 0.570 5.565 -0.64
C 2.934 0.504 4.242 -0.11
N 4.138 0.892 3.822 -0.34
C 4.984 1.364 4.735 -0.36
C 4.678 1.468 6.082 -0.34
H 3.143 1.126 7.546 0.40
H 1.539 0.241 5.852 0.51
H 2.267 0.120 3.475 0.64
H 5.954 1.673 4.361 0.35
H 5.405 1.857 6.781 0.38
C -5.997 2.109 -7.647 -0.14
C -6.078 1.447 -6.434 -0.58
C -4.906 0.979 -5.860 -0.06
N -3.703 1.126 -6.412 -0.38
C -3.644 1.765 -7.579 -0.23
C -4.754 2.274 -8.235 -0.45
H -6.889 2.491 -8.128 0.37
H -7.028 1.295 -5.940 0.35
H -4.924 0.457 -4.909 0.36
H -2.652 1.869 -8.006 0.37
H -4.644 2.785 -9.181 0.35



# 2
83
Properties=species:S:1:pos:R:3:mulliken_charge:R:1 method="wB97M-V/def2-TZVPD" total_charge=+3 orbital_gap_ev="5.7804 / 5.0706" homo_ev="-16.1 / -15.9"
Os 0.936 0.256 0.453 0.93
I -0.070 -2.058 -0.154 0.08
C 0.484 -2.568 -2.121 0.38
C -0.440 -3.376 -2.723 -0.53
C -0.077 -4.111 -3.873 -1.11
C 1.217 -4.080 -4.296 -0.75
C 2.187 -3.258 -3.662 0.31
C 3.537 -3.315 -4.089 -0.79
C 4.500 -2.556 -3.492 -1.19
C 4.121 -1.613 -2.522 -0.18
C 2.816 -1.499 -2.091 0.95
P 2.494 0.042 -1.211 1.96
C 3.443 0.036 0.350 -0.25
C 4.289 1.067 0.811 -0.49
C 4.864 0.989 2.061 -0.70
C 4.605 -0.102 2.900 -0.75
C 3.798 -1.134 2.460 -0.80
C 3.225 -1.077 1.192 -0.51
C 2.958 1.324 -2.395 0.79
C 3.168 2.653 -2.025 -0.18
C 3.393 3.625 -2.986 -1.00
C 3.386 3.289 -4.334 -0.73
C 3.157 1.978 -4.715 -0.89
C 2.944 0.998 -3.755 -0.90
C 1.823 -2.404 -2.586 0.27
H -1.431 -3.503 -2.306 0.49
H -0.808 -4.737 -4.361 0.45
H 1.531 -4.699 -5.125 0.45
H 3.795 -3.989 -4.894 0.47
H 5.533 -2.631 -3.799 0.46
H 4.871 -0.927 -2.147 0.52
H 4.557 1.891 0.165 0.58
H 5.545 1.766 2.381 0.49
H 5.071 -0.154 3.873 0.50
H 3.640 -2.009 3.075 0.50
H 2.719 -1.961 0.814 0.52
H 3.171 2.942 -0.989 -0.05
H 3.584 4.646 -2.684 0.49
H 3.562 4.048 -5.081 0.45
H 3.152 1.712 -5.762 0.50
H 2.770 -0.018 -4.077 0.34
C -0.413 1.871 -2.628 -1.09
Si -0.413 1.652 -0.791 0.61
C -3.104 0.576 -0.876 0.87
C -3.679 1.894 -1.153 -1.17
C -3.307 0.001 0.456 -1.21
C -2.880 -0.338 -1.992 -0.69
C -0.527 3.219 0.259 2.11
C -1.392 3.077 1.515 -1.43
C 0.950 3.302 0.735 -1.28
C -0.883 4.490 -0.514 -1.65
H -1.297 2.363 -3.035 0.54
H -0.243 0.928 -3.150 0.32
H 0.437 2.525 -2.857 0.31
H -3.612 2.595 -0.320 0.34
H -4.755 1.705 -1.295 0.51
H -3.335 2.335 -2.085 0.27
H -3.114 0.714 1.255 0.30
H -2.765 -0.929 0.598 0.14
H -4.378 -0.246 0.519 0.57
H -2.620 0.164 -2.918 0.33
H -3.844 -0.846 -2.155 0.54
H -2.168 -1.129 -1.746 -0.17
H -1.099 2.218 2.119 0.00
H -2.463 2.998 1.306 0.34
H -1.265 3.970 2.131 0.55
H 1.331 2.337 1.173 -0.13
H 1.058 4.029 1.545 0.63
H 1.612 3.592 -0.069 0.19
H -1.931 4.502 -0.830 0.33
H -0.261 4.625 -1.399 0.38
H -0.734 5.362 0.126 0.49
Br -0.694 0.353 7.049 -0.02
C -0.284 0.318 5.243 -0.16
C 0.926 0.829 4.780 -0.98
C 1.191 0.778 3.429 -0.01
N 0.330 0.273 2.533 0.45
C -0.832 -0.226 2.992 -0.05
C -1.178 -0.226 4.325 -0.72
H 1.648 1.255 5.461 0.53
H 2.133 1.153 3.043 0.48
H -1.507 -0.633 2.252 0.00
H -2.122 -0.641 4.644 0.53



# 3
13
Properties=species:S:1:pos:R:3:mulliken_charge:R:1 method="wB97M-V/def2-TZVPD" orbital_gap_ev=8.8601 homo_ev=-8.8 relative_energy_kcal_mol=123.8
C -1.733 -1.286 0.083 -0.43
C 1.003 1.686 0.122 -0.90
N 0.329 -0.682 -0.260 -0.30
C 0.038 0.540 0.104 0.69
O 1.587 -0.919 -0.871 -0.43
O -1.165 0.689 0.468 -0.63
H 1.977 -1.620 -0.333 0.34
H -2.619 -0.746 -0.211 0.27
H -1.420 -2.053 -0.605 0.26
H -1.671 -1.546 1.128 0.27
H 0.963 2.168 1.099 0.28
H 2.014 1.348 -0.099 0.33
H 0.697 2.420 -0.625 0.25



# 4
62
Properties=species:S:1:pos:R:3:mulliken_charge:R:1 method="wB97M-V/def2-TZVPD" total_charge=-1 orbital_gap_ev=6.8361 homo_ev=-4.7 relative_energy_kcal_mol=2.3
Pt -0.454 0.910 -1.237 2.09
O -0.348 1.520 -3.095 -0.61
C 0.759 1.336 -3.787 0.43
C 0.621 1.363 -5.187 -0.64
C 1.708 1.226 -6.018 -0.40
C 2.994 1.059 -5.498 -0.74
C 3.152 1.036 -4.132 -0.79
C 2.066 1.161 -3.254 1.02
C 2.369 1.140 -1.833 -0.45
N 1.481 1.056 -0.919 0.80
N 1.822 1.099 0.423 -1.05
C 0.778 0.775 1.144 0.28
O -0.399 0.463 0.687 -0.98
C 0.928 0.732 2.620 0.35
C -0.190 0.485 3.410 -0.13
C -0.069 0.450 4.791 -0.96
C 1.167 0.659 5.387 -0.38
C 2.284 0.903 4.598 -0.66
C 2.167 0.941 3.219 -0.24
H -0.378 1.491 -5.580 0.45
H 1.558 1.245 -7.091 0.37
H 3.847 0.954 -6.155 0.38
H 4.140 0.915 -3.702 0.34
H 3.401 1.222 -1.503 0.39
H -1.144 0.323 2.928 0.45
H -0.942 0.261 5.402 0.41
H 1.260 0.633 6.465 0.39
H 3.249 1.066 5.061 0.39
H 3.026 1.135 2.591 0.44
Cl -4.718 6.067 -0.085 -0.23
C -4.062 4.513 -0.482 0.21
C -4.894 3.486 -0.894 0.31
Cl -6.604 3.731 -1.022 -0.23
C -4.342 2.239 -1.208 0.18
Cl -5.344 0.921 -1.715 -0.22
C -2.977 2.017 -1.120 -0.10
O -2.444 0.830 -1.410 -0.78
C -2.118 3.065 -0.697 0.04
O -0.819 2.840 -0.605 -1.05
C -2.683 4.296 -0.385 0.44
Cl -1.618 5.557 0.138 -0.23
C 0.256 -4.668 3.476 -1.58
C 0.164 -3.911 2.179 0.80
C -0.976 -3.198 1.843 -1.00
C -1.084 -2.499 0.642 1.22
C -2.350 -1.746 0.343 -1.55
C -0.008 -2.518 -0.249 -0.24
Te -0.169 -1.524 -2.112 -0.02
C 1.162 -3.226 0.074 1.36
C 2.371 -3.257 -0.826 -1.59
C 1.223 -3.913 1.281 -1.07
H -0.590 -4.441 4.124 0.34
H 1.172 -4.416 4.014 0.35
H 0.266 -5.746 3.302 0.33
H -1.812 -3.174 2.535 0.22
H -3.072 -1.880 1.149 0.32
H -2.797 -2.086 -0.592 0.33
H -2.165 -0.675 0.220 0.21
H 2.732 -2.247 -1.028 0.26
H 2.144 -3.705 -1.794 0.33
H 3.172 -3.833 -0.361 0.38
H 2.130 -4.456 1.531 0.28



# 5
11
Properties=species:S:1:pos:R:3:mulliken_charge:R:1 method="wB97M-V/def2-TZVPD" smiles="FC1=C(F)[C@](F)(Br)O[C@]1(F)Br" orbital_gap_ev=10.9695 homo_ev=-10.8 relative_energy_kcal_mol=0.0
F 1.405 0.371 -1.830 -0.26
C 0.567 0.185 -0.834 0.23
C -0.123 -0.903 -0.503 0.20
F -0.162 -2.083 -1.090 -0.25
C -0.950 -0.643 0.722 0.49
F -0.544 -1.317 1.796 -0.20
Br -2.837 -0.932 0.474 -0.08
O -0.723 0.829 0.971 -0.31
C 0.248 1.296 0.129 0.51
F 1.336 1.683 0.826 -0.22
Br -0.399 2.883 -0.832 -0.13



# 6
45
Properties=species:S:1:pos:R:3:mulliken_charge:R:1 method="wB97M-V/def2-TZVPD" total_charge=+1 multiplicity=6 orbital_gap_ev="7.3837 / 6.6603" homo_ev="-11.0 / -11.0" relative_energy_kcal_mol=13.6
Fe -0.036 -0.909 0.259 0.09
O -1.165 -1.068 -1.753 -0.25
C -2.249 -0.174 -2.079 -0.61
C -3.483 -0.293 -1.187 -0.92
N -3.351 0.016 0.218 0.36
C -2.918 1.319 0.646 -0.97
C -1.404 1.584 0.768 0.66
O -0.977 2.432 1.511 -0.64
O -0.630 0.862 -0.028 -0.26
C -3.459 -1.037 1.210 -0.83
C -2.037 -1.511 1.359 1.09
O -1.549 -2.339 0.524 -0.68
O -1.228 -0.836 2.056 -0.56
H -1.511 -1.969 -1.685 0.39
H -2.557 -0.371 -3.110 0.44
H -1.823 0.824 -2.032 0.31
H -3.885 -1.305 -1.270 0.36
H -4.230 0.373 -1.642 0.37
H -3.346 1.555 1.621 0.28
H -3.297 2.071 -0.054 0.37
H -4.108 -1.835 0.855 0.39
H -3.838 -0.635 2.149 0.40
C 3.668 1.188 -1.130 -1.67
C 2.527 0.570 -0.395 0.89
N 1.753 -0.332 -0.858 0.57
N 1.962 -0.924 -2.072 -0.65
C 1.635 -2.235 -2.150 0.54
N 1.856 -2.844 -3.313 -0.41
S 0.985 -3.044 -0.821 -0.32
C 2.239 0.919 1.016 0.55
C 2.848 1.978 1.653 -0.80
C 2.591 2.182 3.006 -0.49
C 1.758 1.304 3.661 -0.75
C 1.161 0.275 2.940 -0.25
N 1.385 0.089 1.646 0.04
H 4.040 0.539 -1.920 0.49
H 4.494 1.390 -0.452 0.47
H 3.356 2.137 -1.573 0.35
H 2.390 -0.416 -2.830 0.30
H 2.259 -2.378 -4.109 0.19
H 1.622 -3.819 -3.396 0.24
H 3.505 2.644 1.112 0.40
H 3.045 3.013 3.528 0.45
H 1.540 1.410 4.714 0.44
H 0.465 -0.403 3.407 0.62



# 7
162
Properties=species:S:1:pos:R:3:mulliken_charge:R:1 method="wB97M-V/def2-TZVPD" total_charge=-1 multiplicity=5 orbital_gap_ev="3.9316 / 3.9207" homo_ev="-3.3 / -3.3"
Cs 0.102 5.421 0.145 1.08
Fe 3.766 -1.481 2.247 1.71
C 4.509 4.779 -5.472 -1.37
C 3.823 3.861 -4.475 0.23
O 4.320 3.803 -3.184 -0.72
H 3.923 5.143 -6.316 0.38
H 5.365 4.260 -5.901 0.29
H 4.911 5.700 -5.050 0.32
H 3.798 2.916 -5.018 -0.07
H 2.773 4.152 -4.440 0.04
C 0.366 1.099 0.329 1.75
C 0.822 -0.396 0.733 -0.82
O 1.872 -0.674 1.607 0.78
H 0.108 1.642 1.238 -0.52
H -0.411 1.162 -0.432 -0.62
H 1.157 1.566 -0.257 -0.58
H 1.028 -0.898 -0.212 -0.26
H -0.031 -0.948 1.126 0.08
C 2.458 4.007 2.710 0.20
C 2.780 2.758 3.221 0.34
C 3.830 1.816 2.510 0.63
O 4.303 0.716 3.019 -1.21
C 4.539 2.227 1.428 -0.42
C 4.152 3.488 0.759 0.58
C 3.135 4.426 1.490 -0.14
O 2.912 5.535 1.010 -0.83
O 4.777 3.914 -0.287 -0.72
O 2.266 2.472 4.394 -0.94
H 1.789 4.670 3.239 0.06
H 5.317 1.584 1.043 0.42
C -2.336 -3.959 3.089 -0.87
C -1.424 -4.834 2.236 0.01
O -0.255 -5.020 2.996 -0.67
H -1.994 -2.925 3.138 0.07
H -2.481 -4.347 4.097 0.39
H -3.382 -3.891 2.792 0.42
H -1.168 -4.432 1.255 -0.18
H -1.895 -5.799 2.046 0.41
H -0.079 -4.140 3.337 0.35
C 2.274 -0.874 -6.977 -0.86
C 2.335 -2.214 -6.196 -0.50
O 1.663 -2.001 -4.929 -0.19
H 2.884 -0.108 -6.497 0.20
H 1.275 -0.454 -6.865 0.23
H 2.496 -0.950 -8.042 0.37
H 3.386 -2.365 -5.951 0.27
H 1.950 -3.047 -6.784 0.40
H 0.840 -2.438 -5.157 0.14
C -2.104 -0.133 6.000 -1.06
C -2.872 -0.730 4.821 0.86
O -4.304 -0.598 4.897 -0.70
H -2.632 -0.330 6.934 0.44
H -2.087 0.956 5.939 0.13
H -1.127 -0.615 6.021 0.12
H -2.671 -1.801 4.773 -0.03
H -2.592 -0.420 3.814 -0.26
H -4.708 -0.876 4.072 0.36
C 3.896 -4.815 -0.266 -1.26
C 2.848 -3.970 0.477 0.56
O 3.469 -3.510 1.583 -0.39
H 4.923 -4.462 -0.356 0.29
H 3.627 -5.003 -1.306 0.10
H 3.930 -5.747 0.298 0.51
H 1.947 -4.493 0.795 0.20
H 2.416 -3.148 -0.094 -0.43
H 3.760 -4.265 2.100 0.26
C -1.880 5.254 4.661 -0.64
C -1.421 6.420 3.879 -0.45
O -0.287 5.999 3.127 -0.39
H -0.999 4.760 5.070 0.21
H -2.426 4.569 4.014 0.04
H -2.340 5.589 5.591 0.41
H -1.233 7.226 4.588 0.28
H -2.038 6.796 3.063 0.28
H 0.534 6.300 3.523 0.22
C -7.382 -1.646 1.594 -1.32
C -6.459 -1.007 2.616 -0.19
O -5.267 -1.710 2.578 -0.40
H -7.308 -2.712 1.809 0.38
H -7.155 -1.514 0.536 0.20
H -8.404 -1.353 1.833 0.41
H -7.010 -1.230 3.530 0.36
H -6.343 0.059 2.423 0.37
H -4.722 -1.266 1.925 0.31
C -3.037 -2.027 -3.580 -1.15
C -3.095 -2.032 -2.044 -0.01
O -2.428 -0.883 -1.610 0.27
H -3.835 -1.404 -3.986 0.28
H -3.058 -3.050 -3.955 0.41
H -2.161 -1.559 -4.029 0.11
H -2.631 -2.902 -1.580 0.19
H -4.118 -2.164 -1.692 0.28
H -1.489 -1.084 -1.585 -0.38
C -5.940 0.882 -1.069 -0.82
C -6.705 0.809 -2.356 -0.42
O -6.076 1.417 -3.437 -0.50
H -5.162 0.136 -0.906 0.04
H -6.598 0.696 -0.220 0.41
H -5.410 1.832 -1.007 0.39
H -7.622 1.391 -2.268 0.36
H -6.899 -0.246 -2.550 0.31
H -6.597 1.157 -4.200 0.31
C 0.237 -4.812 -2.220 -0.64
C 1.178 -5.509 -3.217 -0.53
O 1.146 -6.927 -3.208 -0.57
H -0.830 -4.921 -2.414 0.46
H 0.553 -3.772 -2.144 0.05
H 0.422 -5.297 -1.261 0.29
H 2.230 -5.231 -3.147 0.20
H 0.840 -5.140 -4.185 0.39
H 0.282 -7.093 -3.592 0.33
O 3.048 1.362 -2.085 1.08
H 3.451 2.047 -2.618 -0.21
H 3.333 1.554 -1.191 -0.37
O 5.573 -2.479 2.782 -0.41
H 5.695 -2.569 3.727 0.25
H 6.102 -3.181 2.403 0.25
O -0.526 1.642 3.712 0.30
H 0.076 1.176 3.132 -0.37
H 0.032 2.251 4.197 0.16
O -1.755 1.632 -4.556 -0.72
H -0.853 1.492 -4.267 0.23
H -2.226 1.884 -3.762 0.38
O 5.313 0.179 -3.872 -0.61
H 5.974 0.597 -3.320 0.30
H 4.685 -0.194 -3.253 0.37
O 4.771 -1.159 0.369 -0.34
H 4.214 -1.199 -0.409 0.25
H 5.647 -0.979 0.028 0.19
O 3.309 -1.901 4.215 -0.56
H 2.504 -1.682 4.684 0.08
H 3.738 -2.555 4.767 0.22
O 3.050 6.316 -1.807 -0.70
H 3.465 5.760 -2.466 0.34
H 3.203 5.862 -0.978 0.35
O 0.778 0.533 -3.834 -0.03
H 1.614 0.455 -3.375 -0.15
H 0.590 -0.353 -4.143 0.11
O -2.728 3.402 -0.204 -0.50
H -3.486 3.919 -0.478 0.22
H -2.670 2.700 -0.852 0.29
O 1.371 -0.173 5.427 -0.51
H 1.882 0.460 4.922 0.27
H 1.441 0.130 6.332 0.23
O 3.194 -1.482 -2.150 -0.73
H 3.083 -0.535 -2.072 0.12
H 2.510 -1.754 -2.762 0.05
O 0.595 3.318 -2.309 -0.41
H 0.367 2.397 -2.432 -0.03
H 1.280 3.484 -2.957 0.21
O -3.090 1.547 -2.134 -0.69
H -3.972 1.483 -2.500 0.24
H -2.843 0.642 -1.943 0.35
O 0.242 -2.371 3.542 -0.21
H 0.447 -1.897 2.736 0.15
H 0.358 -1.724 4.237 0.00
O -3.610 -0.437 0.767 0.42
H -3.428 0.426 1.139 0.09
H -2.874 -0.604 0.178 -0.27
O -3.100 2.140 2.434 -0.67
H -2.464 2.233 3.144 0.25
H -2.637 2.447 1.655 0.25



# 8
6
Properties=species:S:1:pos:R:3:mulliken_charge:R:1 method="wB97M-V/def2-TZVPD" smiles=O.O orbital_gap_ev=11.5761 homo_ev=-11.0 relative_energy_kcal_mol=3.8
O -1.251 0.009 -0.008 -0.64
H -1.722 -0.838 0.144 0.32
H -1.885 0.616 -0.433 0.31
O 1.956 -0.080 -0.103 -0.66
H 1.864 0.764 0.429 0.32
H 1.039 -0.470 -0.028 0.34